A structure of composition C26H26N7OS3Sr. Source: OMol25; level of theory: the ωB97M-V functional and the def2-TZVPD basis.

Positions of all 64 atoms, in Å:
Sr (0.159, 0.956, 0.238)
C (4.384, -0.974, -2.149)
C (3.145, -0.191, -1.863)
S (3.056, 0.309, -0.141)
C (2.215, -0.167, -2.828)
C (2.431, -0.786, -4.186)
S (0.581, 0.571, -2.596)
H (4.260, -2.057, -2.075)
H (5.131, -0.709, -1.457)
H (4.859, -0.623, -3.071)
H (1.482, -1.128, -4.572)
H (3.108, -1.640, -4.208)
H (2.820, -0.098, -4.929)
N (-4.128, -0.702, -0.717)
C (-3.303, 0.187, -0.196)
N (-2.086, -0.241, -0.245)
C (-2.203, -1.490, -0.840)
N (-3.451, -1.837, -1.155)
C (-0.988, -2.323, -1.022)
C (-0.964, -3.410, -1.912)
N (0.173, -4.091, -2.175)
C (1.274, -3.738, -1.535)
C (1.240, -2.584, -0.688)
N (0.129, -1.967, -0.329)
H (-5.153, -0.645, -0.895)
H (-3.529, 1.131, 0.234)
H (-1.842, -3.690, -2.528)
H (2.232, -4.190, -1.745)
H (2.145, -2.132, -0.307)
S (-2.990, -0.819, 4.343)
C (-1.949, -2.148, 4.187)
C (-2.013, -3.449, 4.646)
C (-1.015, -4.323, 4.310)
C (0.045, -3.982, 3.418)
C (0.102, -2.686, 2.873)
C (-0.933, -1.789, 3.272)
N (-0.933, -0.481, 2.792)
C (-1.987, 0.154, 3.258)
C (-2.360, 1.530, 2.983)
C (-3.342, 2.064, 3.871)
C (-3.842, 3.339, 3.594)
C (-3.349, 4.050, 2.510)
C (-2.437, 3.414, 1.655)
C (-1.836, 2.169, 1.859)
H (-2.836, -3.722, 5.303)
H (-0.965, -5.348, 4.796)
H (0.845, -4.698, 3.338)
H (0.927, -2.323, 2.285)
H (-3.686, 1.505, 4.730)
H (-4.598, 3.794, 4.272)
H (-3.661, 5.139, 2.415)
H (-2.101, 4.016, 0.809)
C (1.099, 4.022, -2.758)
N (2.352, 3.675, -2.114)
C (3.506, 3.324, -2.992)
C (2.356, 3.330, -0.828)
O (1.385, 3.227, -0.060)
H (1.020, 5.118, -2.907)
H (0.286, 3.699, -2.097)
H (1.040, 3.528, -3.707)
H (4.374, 4.077, -2.836)
H (3.154, 3.485, -4.020)
H (3.805, 2.243, -2.916)
H (3.359, 3.123, -0.392)

As for the HOMO energy: -3.1 eV. The value obtained for the largest force on an atom is 2.8 eV/A. The calculation puts the LUMO energy at 2.358 eV. The HOMO-LUMO gap is 0.201 Ha. As for the relative energy (zero: lowest compared OMol25 entry of this formula, charge and spin): 32.4 kJ/mol. The value obtained for the calculated total energy is -2690.29339 a.u. Its total charge is -1.